# 1
{"formula": "C2H7N4S", "method": "ωB97M-V/def2-TZVPD", "charge": 1, "lumo_energy_ev": [-6.12, -5.57], "spin_multiplicity": 1, "orbital_gap_ev": [6.9, 8.0], "e_tot_ha": -697.21431, "elements": ["C", "C", "N", "N", "N", "N", "S", "H", "H", "H", "H", "H", "H", "H"], "xyz": [[0.57851, 0.66936, 0.67211], [-0.72344, -0.00300, 1.06516], [1.39629, 0.98925, 1.53971], [0.31878, 1.02843, -0.64539], [1.26126, 1.28526, -1.46301], [-1.75959, -2.10788, -0.39394], [-1.27443, -0.47722, -0.59173], [-0.47812, -0.85180, 1.72039], [-1.24526, 0.83389, 1.55210], [2.27499, 1.27180, 1.34041], [1.14373, 1.86837, -2.25512], [2.15424, 0.91993, -1.57780], [-1.66776, -2.83368, 0.35563], [-1.97919, -2.59271, -1.31852]]}

---

# 2
{"formula": "C2H7N5", "method": "ωB97M-V/def2-TZVPD", "lumo_energy_ev": 0.30, "spin_multiplicity": 1, "orbital_gap_ev": 8.3, "smiles": "N/N=C\\N=C\\NN", "e_tot_ha": -353.98941, "elements": ["N", "N", "C", "N", "C", "N", "N", "H", "H", "H", "H", "H", "H", "H"], "xyz": [[-2.98887, -0.74764, -0.30233], [-2.69960, 0.69871, -0.23524], [-1.43377, 0.89557, 0.05251], [-0.55776, -0.28037, 0.52662], [0.62633, 0.20670, 0.24238], [1.83653, -0.30472, -0.04945], [3.05310, 0.28838, -0.31023], [-2.27043, -1.39174, 0.16560], [-4.05349, -0.71832, 0.07391], [-1.31965, 1.97017, 0.05092], [0.91848, 1.33340, 0.11409], [1.76101, -1.38733, 0.11498], [3.38695, -0.63664, -1.00718], [3.74116, 0.07386, 0.56341]]}

---

# 3
{"formula": "C2H7N5", "method": "ωB97M-V/def2-TZVPD", "lumo_energy_ev": 0.76, "spin_multiplicity": 1, "orbital_gap_ev": 8.8, "smiles": "[H]/N=C\\N(N)/C=N/N", "e_tot_ha": -354.02512, "elements": ["H", "N", "C", "N", "N", "C", "N", "N", "H", "H", "H", "H", "H", "H"], "xyz": [[0.43771, 2.10604, -0.19565], [1.41622, 2.15176, -0.09211], [1.76610, 0.85172, 0.07406], [0.78747, -0.30825, 0.22764], [1.25562, -1.55261, -0.12150], [-0.60708, -0.26353, -0.10529], [-1.40577, 0.66543, 0.20475], [-2.73055, 0.27031, -0.10437], [2.74313, 0.47370, 0.12674], [2.05703, -1.24008, -0.77009], [1.55306, -2.12387, 0.83190], [-0.71259, -1.29912, -0.22403], [-3.08011, -0.72247, -0.04916], [-3.48024, 0.99097, 0.19712]]}

---

# 4
{"formula": "C2H7N5", "method": "ωB97M-V/def2-TZVPD", "lumo_energy_ev": [0.41, 0.41], "spin_multiplicity": 1, "orbital_gap_ev": [8.7, 8.7], "e_tot_ha": -353.96879, "elements": ["C", "C", "N", "N", "N", "N", "N", "H", "H", "H", "H", "H", "H", "H"], "xyz": [[1.94614, -0.65033, 0.47650], [0.87901, 0.12769, -0.32113], [-2.06045, -0.82507, -0.34619], [-1.00653, -1.01208, 0.16763], [-2.72400, 0.22936, -0.23870], [-1.11378, 1.28697, 0.56780], [-0.34678, 0.24899, 0.41005], [2.28531, -0.20060, 1.36752], [1.57692, -1.65975, 0.74766], [2.76997, -0.54467, -0.11073], [1.23674, 1.08669, -0.50509], [0.65251, -0.49375, -1.19253], [-3.45780, 0.31550, -1.06369], [-0.63725, 2.09106, 0.04091]]}

---

# 5
{"formula": "C2H7N5", "method": "ωB97M-V/def2-TZVPD", "lumo_energy_ev": 0.76, "spin_multiplicity": 1, "orbital_gap_ev": 8.7, "smiles": "[H]/N=C(N)\\C(N)=N\\N", "e_tot_ha": -354.13796, "elements": ["H", "N", "C", "N", "C", "N", "N", "N", "H", "H", "H", "H", "H", "H"], "xyz": [[0.41877, 0.43756, -2.30261], [0.97892, 0.99742, -1.66879], [0.52594, 1.04659, -0.45796], [0.85029, 2.08939, 0.38067], [-0.08070, -0.14193, 0.11665], [-0.59112, -0.11701, 1.41522], [0.05768, -1.17406, -0.67287], [-0.79621, -2.23234, -0.56330], [1.15018, 1.83888, 1.31105], [1.43457, 2.78072, -0.06624], [-1.00954, 0.76658, 1.66943], [-1.20895, -0.88258, 1.64716], [-1.23337, -2.40769, 0.33829], [-0.49648, -3.00153, -1.14667]]}

---

# 6
{"formula": "C2H7N5", "method": "ωB97M-V/def2-TZVPD", "charge": 2, "lumo_energy_ev": [-12.72, -12.72], "spin_multiplicity": 1, "orbital_gap_ev": [7.7, 7.7], "e_tot_ha": -353.27698, "elements": ["C", "C", "N", "N", "N", "N", "N", "H", "H", "H", "H", "H", "H", "H"], "xyz": [[-0.68723, -0.96042, -0.20474], [0.17486, 1.29976, 0.45955], [-1.97426, -0.88066, -0.39985], [-2.85885, -0.03191, -0.17775], [-3.82607, 0.49982, -0.01202], [0.15825, -0.09654, 0.24708], [1.96962, -0.77618, -0.23756], [-0.16988, -1.92302, -0.47315], [0.92923, 1.46632, 1.18080], [0.44983, 1.85550, -0.42904], [-0.81457, 1.77885, 0.94595], [2.53076, -0.73094, 0.64131], [2.13501, 0.16675, -0.73580], [1.98331, -1.66735, -0.80478]]}

---

# 7
{"formula": "C2H7N5O", "method": "ωB97M-V/def2-TZVPD", "lumo_energy_ev": 0.38, "spin_multiplicity": 1, "orbital_gap_ev": 10.0, "e_tot_ha": -429.15477, "elements": ["C", "C", "H", "H", "H", "H", "H", "H", "H", "N", "N", "N", "N", "N", "O"], "xyz": [[-0.02981, -0.14727, -0.89051], [1.26373, -0.41087, 1.26149], [-1.50874, 1.96379, 0.20155], [-1.45017, 0.20460, 0.89073], [-2.11105, -0.18723, -1.60256], [-0.61623, -1.91222, -1.65008], [1.85299, 1.91835, -0.22937], [1.19436, 0.09012, 2.38363], [1.44384, -2.29104, 0.47726], [-1.99287, 1.06128, 0.00045], [-1.27036, 0.53171, -1.29552], [0.33188, -1.37610, -1.24660], [0.59693, 0.43812, 0.13822], [1.38664, -1.59266, 1.45046], [0.90885, 1.70943, 0.11084]]}

---

# 8
{"formula": "C2H7N5O", "method": "ωB97M-V/def2-TZVPD", "lumo_energy_ev": -0.34, "spin_multiplicity": 1, "orbital_gap_ev": 8.5, "e_tot_ha": -429.04876, "elements": ["C", "C", "H", "H", "H", "H", "H", "H", "H", "N", "N", "N", "N", "N", "O"], "xyz": [[0.58245, -1.39992, 0.16775], [-1.21720, 1.02501, 0.51699], [2.05606, -2.23780, -1.68980], [3.11714, 0.04898, -0.85542], [1.23934, -2.49679, 0.22525], [-0.32048, 0.56933, 2.37228], [-2.36459, 0.78016, -1.29257], [-0.32118, 0.51440, -1.21015], [-2.58455, 2.62265, 1.00687], [2.01108, -0.75014, -1.70315], [1.09295, -0.46420, -0.59946], [-0.16702, 0.36300, 1.38581], [-1.25994, 0.59099, -0.78644], [-1.70268, 1.89191, 1.24421], [-0.16139, -1.05760, 1.21783]]}

---

# 9
{"formula": "C2H7N5O", "method": "ωB97M-V/def2-TZVPD", "lumo_energy_ev": -0.81, "spin_multiplicity": 1, "orbital_gap_ev": 8.2, "e_tot_ha": -429.06513, "elements": ["C", "C", "H", "H", "H", "H", "H", "H", "H", "N", "N", "N", "N", "N", "O"], "xyz": [[0.31291, -1.17359, 0.57865], [-0.49163, 0.80142, -0.85009], [1.93064, 0.58540, 1.10495], [0.59388, 1.57486, 1.89025], [-1.36342, -1.86771, -0.78686], [-0.16554, -3.23704, -0.12598], [1.70806, -1.01230, 1.86604], [0.77022, 2.52434, -0.83605], [-0.38626, 2.41630, -2.28864], [1.02915, 1.14831, 0.88435], [0.25159, 0.19875, 0.22770], [-0.69696, -1.96125, 0.19050], [1.25149, -1.87428, 1.32735], [-0.63584, 2.32398, -0.57928], [-1.30142, 0.30008, -1.69368]]}

---

Which formula does entry 4 have? C2H7N5